[1]
A 2-piece molecular cluster, C7H14P2 overall. Source: the Open Molecules 2025 dataset; level of theory: ωB97M-V/def2-TZVPD.

Each line ends with the Mulliken charge.
Geometry (Å):
C: -0.89 -1.36 -1.07  -0.454
C: -1.07 -0.11 -1.44  -0.349
C: -1.60 0.96 -0.54  -0.577
C: -1.52 0.54 0.93  -0.492
C: -2.07 -0.88 1.08  -0.794
C: -1.19 -1.86 0.31  -0.402
H: -0.50 -2.09 -1.76  0.445
H: -0.85 0.20 -2.46  0.378
H: -2.64 1.19 -0.80  0.287
H: -1.02 1.88 -0.69  0.333
H: -2.08 1.23 1.55  0.305
H: -0.47 0.55 1.25  0.143
H: -2.12 -1.16 2.13  0.344
H: -3.08 -0.91 0.67  0.303
H: -0.24 -1.99 0.84  0.160
H: -1.66 -2.84 0.26  0.309
C: 3.55 1.61 -0.47  -0.940
P: 2.94 0.18 0.54  0.008
P: 2.50 -1.61 -0.11  -0.019
H: 2.91 2.47 -0.32  0.314
H: 3.54 1.31 -1.52  0.284
H: 4.57 1.85 -0.17  0.347
H: 2.99 0.82 1.77  0.066

Calculated values
* frontier orbital gap: 7.419 eV
* energy above the lowest of the compared OMol25 structures with the same formula, charge and spin: 0.0 kcal/mol
* SMILES: C1=CCCCC1.C[PH]#P
* LUMO level: -0.4 eV

---

[2]
C20H33Cl2N2NiO4 as an isolated structure. Source: the Open Molecules 2025 dataset; level of theory: ωB97M-V/def2-TZVPD.

Each line ends with the Mulliken charge.
Geometry (Å):
O: 3.07 1.17 -0.95  -0.527
C: 2.47 1.72 -1.86  -0.035
C: 1.87 3.04 -1.95  0.407
C: 1.24 3.65 -0.86  -0.012
H: 0.88 3.02 -0.03  0.418
C: 1.03 5.03 -0.89  -0.691
H: 0.62 5.53 -0.01  0.369
C: 1.36 5.76 -2.04  -0.280
H: 1.27 6.84 -2.02  0.383
C: 1.78 5.09 -3.19  -0.651
H: 1.98 5.65 -4.11  0.361
C: 1.97 3.72 -3.17  -0.235
H: 2.18 3.15 -4.07  0.370
H: 2.27 1.13 -2.79  0.110
C: 0.11 -0.57 -3.49  -0.667
C: -0.79 0.33 -2.83  0.340
H: 0.12 -0.30 -4.56  0.360
H: -0.24 -1.59 -3.35  0.310
H: 1.13 -0.50 -3.13  -0.057
C: -1.28 1.58 -3.07  0.398
C: -2.32 1.53 -4.16  -1.318
H: -0.84 2.53 -2.76  0.357
H: -2.32 2.29 -4.95  0.377
H: -3.29 1.44 -3.65  0.213
H: -2.17 0.54 -4.66  0.327
Ni: -1.84 0.26 -1.48  -0.390
Cl: -1.55 1.64 0.17  -0.580
Cl: -3.15 -1.38 -1.99  -0.643
C: -2.31 -1.56 1.74  0.720
O: -1.19 -1.86 2.14  -0.605
N: -3.44 -2.21 2.12  0.165
C: -3.32 -3.46 2.84  -1.052
C: -4.77 -1.63 2.09  -0.909
H: -2.51 -0.72 1.03  -0.200
H: -2.28 -3.81 2.77  0.248
H: -4.00 -4.21 2.41  0.363
H: -3.60 -3.34 3.90  0.317
H: -4.73 -0.67 1.56  0.279
H: -5.16 -1.48 3.11  0.306
H: -5.46 -2.30 1.56  0.303
H: 2.03 -4.93 -0.81  0.329
H: 4.37 -3.61 -0.35  0.313
C: 1.90 -4.13 -1.56  -1.024
C: 3.97 -2.88 -1.09  -0.926
N: 2.52 -2.90 -1.12  0.241
H: 0.84 -3.96 -1.73  0.247
C: 1.78 -1.97 -0.45  0.234
O: 0.57 -2.04 -0.30  -0.522
H: 4.32 -1.87 -0.82  0.273
H: 2.38 -1.11 -0.07  0.242
H: 2.40 -4.46 -2.47  0.344
H: 4.36 -3.16 -2.08  0.297
C: -0.34 1.04 3.58  -0.904
C: 0.96 0.41 3.14  1.006
C: 1.33 -0.79 3.97  -1.133
O: 1.62 0.84 2.21  -0.531
H: -0.26 1.41 4.62  0.414
H: -1.14 0.29 3.55  0.079
H: -0.62 1.86 2.91  0.161
H: 0.80 -1.65 3.55  0.212
H: 2.40 -0.95 3.88  0.340
H: 1.05 -0.66 5.01  0.362

Calculated values
* frontier orbital gap (alpha / beta): 5.801 / 7.620 eV
* energy above the lowest of the compared OMol25 structures with the same formula, charge and spin: 50.9 kcal/mol
* multiplicity: 3
* charge: -1
* LUMO level (alpha / beta): 2.8 / 2.7 eV

---

[3]
A 3-piece molecular cluster, C41H36FNO6P overall. Source: the Open Molecules 2025 dataset; level of theory: ωB97M-V/def2-TZVPD.

Each line ends with the Mulliken charge.
Geometry (Å):
C: -1.12 1.73 2.20  -0.973
C: 0.17 2.20 1.25  0.270
P: 0.06 1.54 -0.54  -0.139
C: 0.18 -0.36 -0.64  -0.219
C: -1.34 -0.93 -0.26  -0.942
O: 1.16 2.35 -1.63  -0.154
C: 2.55 1.91 -1.46  0.143
O: 3.30 1.59 -2.55  -0.511
C: 3.31 1.83 -0.01  0.438
C: 3.92 0.43 0.61  -0.462
C: 4.61 0.56 2.13  -0.301
N: 4.64 1.90 2.89  -0.115
C: 4.10 3.20 2.33  0.230
C: 4.22 4.54 3.31  -0.732
C: 3.48 5.87 2.70  -0.697
C: 1.82 5.71 2.62  -0.062
F: 1.40 6.16 1.25  -0.322
C: 3.39 3.27 0.85  0.004
H: -1.20 0.56 2.27  0.166
H: -0.90 2.13 3.28  0.361
H: -2.13 2.24 1.84  0.298
H: 0.31 3.37 1.21  0.073
H: 1.12 1.74 1.80  0.086
H: 0.90 -0.85 0.17  0.135
H: 0.50 -0.78 -1.68  0.525
H: -2.07 -0.03 -0.47  0.406
H: -1.67 -1.84 -0.92  0.307
H: -1.42 -1.15 0.91  0.118
H: 3.89 -0.61 0.02  0.397
H: 5.03 -0.40 2.63  0.359
H: 5.07 1.90 3.85  0.317
H: 3.65 4.27 4.31  0.358
H: 5.35 4.72 3.63  0.423
H: 3.85 6.20 1.64  0.328
H: 3.65 6.78 3.46  0.317
H: 1.30 6.41 3.43  0.318
H: 1.50 4.58 2.83  0.127
H: 2.92 4.25 0.38  0.315
C: 0.45 -2.79 6.71  -0.510
C: 0.57 -4.00 7.38  -0.477
C: 0.71 -5.19 6.66  -0.591
C: 0.71 -5.17 5.26  0.352
C: 0.57 -3.96 4.59  0.135
C: 0.45 -2.76 5.31  -0.535
C: 0.52 -3.93 3.11  0.454
O: 0.40 -2.86 2.52  -0.669
C: 0.62 -5.20 2.36  0.202
C: 0.52 -5.19 0.97  -0.447
C: 0.62 -6.38 0.25  -0.604
C: 0.83 -7.58 0.92  -0.450
C: 0.93 -7.60 2.32  -0.662
C: 0.81 -6.40 3.04  0.355
C: 0.88 -6.43 4.51  0.504
O: 1.06 -7.49 5.11  -0.675
H: 0.35 -1.86 7.26  0.401
H: 0.56 -4.02 8.47  0.395
H: 0.81 -6.14 7.20  0.471
H: 0.35 -1.81 4.79  0.513
H: 0.35 -4.25 0.43  0.542
H: 0.54 -6.37 -0.84  0.418
H: 0.92 -8.51 0.37  0.393
H: 1.09 -8.54 2.84  0.471
C: -0.70 2.56 -3.63  -0.575
C: -0.94 1.25 -3.19  0.987
C: -1.92 0.48 -3.80  -0.818
C: -2.69 1.01 -4.85  0.020
C: -2.47 2.32 -5.27  0.432
C: -1.47 3.09 -4.66  -1.212
C: -3.31 2.91 -6.33  0.664
O: -3.11 4.06 -6.71  -0.675
C: -4.38 2.10 -6.94  0.153
C: -5.22 2.67 -7.91  -0.545
C: -6.22 1.90 -8.50  -0.475
C: -6.40 0.57 -8.12  -0.479
C: -5.57 0.00 -7.15  -0.532
C: -4.57 0.77 -6.55  0.209
C: -3.72 0.18 -5.50  0.498
O: -3.87 -0.99 -5.17  -0.680
H: 0.07 3.16 -3.16  0.586
H: -0.35 0.84 -2.37  -0.371
H: -2.10 -0.54 -3.46  0.504
H: -1.28 4.11 -5.00  0.435
H: -5.09 3.71 -8.21  0.454
H: -6.88 2.34 -9.25  0.395
H: -7.18 -0.03 -8.58  0.396
H: -5.71 -1.04 -6.86  0.450

Calculated values
* frontier orbital gap: 4.984 eV
* energy above the lowest of the compared OMol25 structures with the same formula, charge and spin: 288.2 kcal/mol
* charge: +1
* LUMO level: -5.4 eV

---

| no. | molar mass (g/mol) | maximum force (Eh/bohr) |
| --- | --- | --- |
| 1 | 160.1 | 0.025 |
| 2 | 495.1 | 0.075 |
| 3 | 688.7 | 0.182 |